Arrangement P

A molecular structure, C3H3FeO2, computed with ωB97M-V/def2-TZVPD.

Each line ends with the Mulliken spin population.
CARTESIAN COORDINATES (ANGSTROEM)
1 O -1.260 0.973 0.075  -0.02
2 Fe 2.549 -0.147 0.137  3.76
3 O 0.900 0.465 -0.107  0.19
4 C -0.295 0.136 0.076  0.10
5 C -2.316 -0.212 -0.134  0.88
6 C -1.088 -1.143 0.018  0.02
7 H -2.853 -0.181 0.831  0.05
8 H -0.797 -1.777 -0.830  0.00
9 H -1.010 -1.722 0.951  0.01

## Properties
Kohn-Sham gap (spin up / spin down)   7.46 / 8.70 eV
Lowest unoccupied orbital energy (spin up / spin down)   -12.102 / -12.873 eV
E_HOMO (spin up / spin down)   -19.56 / -21.58 eV
Spin multiplicity   6
Charge   +2


Arrangement Q

A molecular structure, C3H3FeO2, computed with ωB97M-V/def2-TZVPD.

Each line ends with the Mulliken spin population.
CARTESIAN COORDINATES (ANGSTROEM)
1 O 0.072 0.511 0.126  0.40
2 C 3.518 -0.203 -0.452  0.01
3 O 4.484 -0.770 -0.494  0.00
4 Fe 1.753 0.748 0.544  3.81
5 C -1.039 -0.204 0.156  0.28
6 C -2.281 0.271 -0.035  0.43
7 H -0.897 -1.289 0.277  0.02
8 H -3.134 -0.405 0.022  0.03
9 H -2.475 1.341 -0.144  0.03

## Properties
Kohn-Sham gap (spin up / spin down)   9.63 / 9.08 eV
Lowest unoccupied orbital energy (spin up / spin down)   -10.577 / -12.180 eV
E_HOMO (spin up / spin down)   -20.21 / -21.26 eV
Spin multiplicity   6
Charge   +2


Here are the energies relative to the best structure, in hartree: arrangement P 0.0787; arrangement Q 0.0000.


Arrangement P

2 unconnected molecules or ions with the total composition C5H11O2, computed with ωB97M-V/def2-TZVPD.

Each line ends with the Mulliken spin population.
CARTESIAN COORDINATES (ANGSTROEM)
1 C -1.621 1.507 -1.034  0.00
2 C -0.409 2.102 -0.317  0.00
3 H -1.713 0.446 -0.841  0.00
4 H -2.523 1.967 -0.629  0.00
5 H -1.632 1.792 -2.087  0.00
6 H -0.354 3.151 -0.631  0.00
7 H 0.619 1.783 -0.521  0.00
8 H -0.519 1.979 0.759  0.00
9 C 0.643 -1.136 -0.014  0.02
10 C 1.515 -2.395 0.343  0.00
11 C 0.023 -0.546 1.245  -0.01
12 O 0.928 -0.081 2.046  0.91
13 O -1.164 -0.515 1.475  0.06
14 H 1.329 -0.447 -0.490  0.00
15 H -0.163 -1.554 -0.611  0.01
16 H 1.635 -2.932 -0.588  0.00
17 H 0.999 -3.065 1.032  0.00
18 H 2.408 -2.058 0.864  0.00

## Properties
Kohn-Sham gap (spin up / spin down)   11.64 / 7.50 eV
Lowest unoccupied orbital energy (spin up / spin down)   0.828 / -3.090 eV
E_HOMO (spin up / spin down)   -10.81 / -10.59 eV
Spin multiplicity   2


Arrangement Q

C5H11O2 in the gas phase, computed with ωB97M-V/def2-TZVPD.

Each line ends with the Mulliken spin population.
CARTESIAN COORDINATES (ANGSTROEM)
1 C 1.135 2.280 0.186  -0.02
2 O -0.017 2.857 0.061  0.75
3 C 1.003 0.826 -0.739  0.21
4 C -0.322 0.209 -0.570  0.03
5 C -0.520 -0.568 0.730  0.01
6 C -0.778 -2.070 0.580  0.00
7 O -1.940 -2.327 -0.203  0.00
8 H 2.051 2.672 -0.282  0.02
9 H 1.472 2.113 1.241  0.00
10 H 1.246 1.288 -1.695  -0.01
11 H 1.885 0.244 -0.470  0.01
12 H -0.628 -0.403 -1.431  0.01
13 H -1.121 0.947 -0.640  -0.01
14 H 0.339 -0.446 1.404  0.00
15 H -1.358 -0.152 1.289  0.00
16 H 0.072 -2.629 0.135  0.00
17 H -0.832 -2.598 1.533  0.00
18 H -1.689 -2.244 -1.131  0.00

## Properties
Kohn-Sham gap (spin up / spin down)   11.15 / 8.21 eV
Lowest unoccupied orbital energy (spin up / spin down)   0.864 / -1.574 eV
E_HOMO (spin up / spin down)   -10.28 / -9.79 eV
Spin multiplicity   2


Arrangement R

2 unconnected molecules or ions with the total composition C5H11O2, computed with ωB97M-V/def2-TZVPD.

Each line ends with the Mulliken spin population.
CARTESIAN COORDINATES (ANGSTROEM)
1 C -1.656 -1.190 1.353  0.10
2 C -0.198 -1.422 1.084  0.01
3 C -1.769 0.350 1.748  -0.02
4 O -0.948 0.783 2.531  0.03
5 O -2.888 0.885 1.303  0.85
6 H -2.306 -1.491 0.551  0.00
7 H -2.085 -1.582 2.357  0.00
8 H 0.256 -0.989 0.078  0.00
9 H -0.098 -2.503 0.984  0.01
10 H 0.621 -1.010 1.744  0.00
11 C 1.540 1.091 -2.549  0.00
12 C 1.091 1.049 -0.965  0.00
13 H 1.687 2.034 -2.914  0.00
14 H 2.581 0.525 -2.550  0.00
15 H 0.898 0.520 -3.120  0.00
16 H 0.533 0.159 -0.559  0.00
17 H 1.990 0.860 -0.417  0.00
18 H 0.751 1.929 -0.661  0.00

## Properties
Kohn-Sham gap (spin up / spin down)   11.39 / 7.53 eV
Lowest unoccupied orbital energy (spin up / spin down)   0.815 / -2.983 eV
E_HOMO (spin up / spin down)   -10.57 / -10.52 eV
Spin multiplicity   2


Here are the energies relative to the best structure, in hartree: arrangement P 0.0000; arrangement Q 0.0347; arrangement R 0.0559.


Arrangement P

A molecular structure, H29O14, computed with ωB97M-V/def2-TZVPD.

Each line ends with the natural charge from an NBO analysis.
CARTESIAN COORDINATES (ANGSTROEM)
1 O -4.310 -0.185 0.712  -0.98
2 H 1.301 1.551 3.747  0.48
3 O 0.711 1.127 0.682  -0.90
4 H -0.002 1.253 -0.059  0.55
5 H 0.443 0.442 1.304  0.55
6 O -1.580 1.074 -0.399  -0.99
7 H 2.261 0.385 -1.887  0.47
8 H -2.494 0.873 -0.059  0.50
9 O 1.643 3.193 1.436  -0.84
10 H 0.902 3.530 2.080  0.54
11 H 2.438 2.809 1.922  0.54
12 O -1.869 -0.867 -2.463  -1.00
13 H -1.617 -1.779 -2.690  0.50
14 H -1.964 -0.463 -3.380  0.48
15 O -1.515 -3.515 -2.214  -0.93
16 H -2.444 -3.740 -2.056  0.48
17 H -1.339 -4.299 -2.761  0.48
18 O -0.216 -2.729 0.496  -0.95
19 H -0.597 -3.344 1.182  0.47
20 H -0.476 -1.895 0.930  0.50
21 O 1.285 -2.261 -3.045  -0.92
22 H 0.511 -1.667 -2.898  0.46
23 H 0.878 -2.782 -3.758  0.46
24 O -1.368 -0.487 1.698  -0.99
25 H -1.763 -0.775 2.553  0.49
26 H -4.443 -0.424 -0.219  0.49
27 O 1.425 0.706 3.292  -0.97
28 H 0.942 -0.020 3.722  0.50
29 H -1.385 0.357 -1.037  0.52
30 O 2.326 0.868 -1.097  -0.99
31 H 1.077 2.221 1.047  0.51
32 H 1.429 -2.716 0.223  0.51
33 O 2.075 -1.906 0.320  -1.00
34 H -1.942 0.291 1.339  0.51
35 H 2.750 -2.544 0.045  0.47
36 O -1.360 2.859 3.489  -0.94
37 H -2.058 2.620 4.096  0.48
38 H -1.502 3.760 3.693  0.47
39 O 3.374 2.364 -3.181  -0.95
40 H 2.701 1.871 -2.826  0.47
41 H 3.931 2.810 -2.554  0.48
42 H -5.163 -0.377 1.168  0.50
43 H 2.393 0.162 -0.373  0.52

## Properties
Kohn-Sham gap   9.75 eV
Lowest unoccupied orbital energy   -2.972 eV
E_HOMO   -12.72 eV
Charge   +1


Arrangement Q

14 unconnected molecules or ions with the total composition H29O14, computed with ωB97M-V/def2-TZVPD.

Each line ends with the natural charge from an NBO analysis.
CARTESIAN COORDINATES (ANGSTROEM)
1 O -4.218 0.751 -1.345  -0.96
2 H -0.268 1.902 -1.470  0.53
3 O -2.023 -0.542 1.133  -1.02
4 H -2.720 -0.480 0.280  0.51
5 H 3.945 -2.379 -1.804  0.50
6 O -0.690 2.773 -0.942  -0.90
7 H 0.815 1.170 0.637  0.50
8 H -1.369 3.051 -1.495  0.53
9 O 4.362 0.170 0.195  -0.98
10 H 5.189 -0.350 0.232  0.49
11 H 4.583 1.062 0.523  0.49
12 O -0.947 -3.086 0.779  -0.93
13 H -0.769 -3.018 -0.051  0.46
14 H -1.320 -3.942 0.812  0.47
15 O 2.461 -0.086 -2.107  -0.95
16 H 3.047 -2.847 -0.600  0.48
17 H 0.876 0.137 -2.174  0.52
18 O -2.136 0.897 -3.460  -0.93
19 H -2.945 0.378 -3.371  0.50
20 H -2.276 1.592 -2.821  0.46
21 O 3.856 -1.303 2.933  -0.93
22 H 3.801 -1.431 2.008  0.46
23 H 2.541 0.722 -1.465  0.47
24 O -2.339 -3.114 -1.896  -0.96
25 H -1.931 -2.741 -2.714  0.47
26 H -4.896 0.065 -1.378  0.49
27 O 0.015 0.504 -1.903  -1.00
28 H -3.017 2.307 3.870  0.46
29 H -0.467 2.336 0.002  0.55
30 O 0.004 1.597 1.149  -0.93
31 H 2.546 -0.859 -1.513  0.51
32 H 1.967 2.247 3.926  0.48
33 O 1.690 1.394 4.405  -0.95
34 H -2.312 -4.158 -2.150  0.48
35 H 0.733 1.277 4.341  0.48
36 O -2.642 2.592 3.157  -0.93
37 H -1.858 -1.402 1.455  0.51
38 H -1.816 3.185 3.465  0.47
39 O 3.027 -2.574 -1.444  -0.94
40 H -0.603 0.459 -2.679  0.52
41 H 3.392 -0.481 3.101  0.48
42 H -4.721 1.413 -0.997  0.47
43 H -0.566 0.812 1.374  0.56

## Properties
Kohn-Sham gap   10.37 eV
Lowest unoccupied orbital energy   -3.036 eV
E_HOMO   -13.40 eV
Charge   +1


Here are the energies relative to the best structure, in hartree: arrangement P 0.0000; arrangement Q 0.0331.